(1)
The following is a quantum chemistry calculation of a structure of composition C18H14GaN6O2S, from the Open Molecules 2025 dataset.

Output
Kohn-Sham gap   7.4 eV
Charge   +1
Multiplicity   1
Energy relative to the best compared isomer or geometry (same formula, charge and spin)   220.4 kJ/mol
Highest occupied orbital energy   -11.34 eV

The geometry in XYZ format:
```
42
C18H14GaN6O2S (wB97M-V/def2-TZVPD)
Ga -0.992 -1.035 1.219
S 1.309 3.048 2.048
C 2.273 2.034 0.973
C 3.492 2.488 0.485
C 4.202 1.712 -0.411
C 3.677 0.494 -0.831
C 2.469 0.035 -0.346
C 1.747 0.791 0.578
N 0.583 0.300 1.139
C -0.303 0.984 1.887
C -2.120 1.599 0.571
C -2.982 2.507 -0.048
C -4.064 2.062 -0.786
C -4.326 0.708 -0.923
C -3.464 -0.211 -0.341
C -2.362 0.228 0.377
H 3.863 3.452 0.807
H 5.144 2.070 -0.801
H 4.225 -0.100 -1.550
H 2.059 -0.915 -0.666
H -2.808 3.569 0.059
H -4.717 2.791 -1.246
H -5.189 0.367 -1.478
H -3.656 -1.271 -0.440
O -0.938 0.285 2.739
N -1.037 2.083 1.366
C -0.223 3.228 0.970
C 0.116 3.185 -0.461
N 0.299 3.074 -1.588
C -0.838 4.522 1.275
N -1.273 5.560 1.496
C 1.004 -5.835 -0.489
N 0.349 -4.772 0.262
C 0.063 -3.572 -0.214
N 0.383 -3.240 -1.465
O -0.540 -2.729 0.528
H 0.933 -6.755 0.081
H 2.059 -5.610 -0.654
H 0.507 -5.992 -1.446
H 0.110 -4.932 1.226
H 0.867 -3.867 -2.085
H 0.096 -2.342 -1.816
```



(2)
The following is a quantum chemistry calculation of a structure of composition C18H14N3O6Pd, from the Open Molecules 2025 dataset.

Output
Kohn-Sham gap (spin up / spin down)   7.5 / 6.8 eV
Charge   -1
Multiplicity   3
Energy relative to the best compared isomer or geometry (same formula, charge and spin)   0.0 kJ/mol
Highest occupied orbital energy (spin up / spin down)   -5.28 / -5.28 eV

The geometry in XYZ format:
```
42
C18H14N3O6Pd (wB97M-V/def2-TZVPD)
Pd -0.869 -0.719 -0.292
O 0.521 -3.923 5.801
C 0.577 -2.690 5.666
O 0.941 -1.795 6.452
C 0.110 -2.169 4.278
C 0.154 -0.808 3.992
C -0.213 -0.365 2.737
N -0.609 -1.212 1.783
C -0.675 -2.523 2.043
C -0.331 -3.033 3.282
C -1.093 -3.414 0.875
O -1.219 -4.610 1.061
O -1.163 -2.823 -0.274
H 0.490 -0.131 4.765
H -0.185 0.682 2.459
H -0.383 -4.095 3.472
O -1.429 0.218 -2.296
C -1.403 1.361 -1.775
O -1.125 1.531 -0.554
C -1.692 2.562 -2.626
C -1.688 3.833 -2.064
C -1.945 4.944 -2.854
C -2.207 4.785 -4.209
C -2.213 3.516 -4.772
C -1.956 2.405 -3.982
H -1.484 3.930 -1.006
H -1.943 5.933 -2.415
H -2.408 5.652 -4.826
H -2.418 3.393 -5.828
H -1.955 1.406 -4.396
C 2.045 -2.811 -0.082
C 2.229 -1.359 -0.338
N 1.285 -0.462 -0.531
C 1.900 0.759 -0.702
C 3.243 0.596 -0.610
N 3.435 -0.752 -0.390
H 1.147 -3.160 -0.587
H 1.928 -3.003 0.986
H 2.904 -3.378 -0.442
H 1.324 1.654 -0.855
H 4.058 1.292 -0.683
H 4.316 -1.218 -0.263
```



(3)
The following is a quantum chemistry calculation of an isolated molecule of C18H15F2N3O3, from the Open Molecules 2025 dataset.

Output
Kohn-Sham gap   9.7 eV
Multiplicity   1
Highest occupied orbital energy   -9.03 eV

The geometry in XYZ format:
```
41
C18H15F2N3O3 (wB97M-V/def2-TZVPD)
O -1.957 -2.035 -0.868
C -0.824 -2.357 -1.158
N -0.329 -3.611 -1.046
C -0.977 -4.591 -0.211
C -0.381 -4.580 1.212
C -0.439 -3.185 1.760
C 0.593 -2.281 1.535
C 0.454 -0.971 1.962
C -0.719 -0.613 2.607
N -1.699 -1.466 2.847
C -1.564 -2.709 2.428
C 0.164 -1.382 -1.685
C -0.051 0.002 -1.902
C 1.174 0.455 -2.300
C 1.664 1.818 -2.668
O 0.737 2.828 -2.343
C 0.360 3.037 -1.051
C -0.724 3.902 -0.884
C -1.213 4.229 0.363
C -0.610 3.679 1.481
F -1.071 3.987 2.706
C 0.464 2.822 1.366
C 0.939 2.511 0.104
F 2.002 1.672 0.047
O 2.043 -0.567 -2.321
N 1.413 -1.696 -1.937
H 0.653 -3.731 -1.252
H -2.034 -4.318 -0.170
H -0.871 -5.581 -0.659
H 0.656 -4.922 1.171
H -0.953 -5.265 1.838
H 1.496 -2.595 1.029
H 1.240 -0.253 1.789
H -0.888 0.398 2.955
H -2.399 -3.366 2.637
H -0.967 0.537 -1.771
H 1.778 1.890 -3.755
H 2.646 1.992 -2.209
H -1.170 4.312 -1.776
H -2.051 4.897 0.475
H 0.939 2.401 2.238
```



(4)
The following is a quantum chemistry calculation of a structure of composition C18H15FeN2O3, from the Open Molecules 2025 dataset.

Output
Kohn-Sham gap (spin up / spin down)   5.8 / 5.6 eV
Charge   +1
Multiplicity   5
Energy relative to the best compared isomer or geometry (same formula, charge and spin)   36.6 kJ/mol
Highest occupied orbital energy (spin up / spin down)   -9.49 / -11.21 eV

The geometry in XYZ format:
```
39
C18H15FeN2O3 (wB97M-V/def2-TZVPD)
O -1.087 -5.737 4.886
C -0.755 -4.725 4.417
Fe -0.748 -3.384 3.306
C -1.253 -4.311 1.881
O -1.698 -4.884 0.967
C -2.448 -2.960 3.395
O -3.567 -2.672 3.246
C -0.054 0.147 0.229
C -0.088 0.649 1.644
C -0.252 -0.036 2.803
C 0.156 -1.343 3.246
C 0.935 -2.245 2.470
C 1.021 -2.091 1.038
C 0.277 -1.330 0.201
H -1.036 0.281 -0.250
H -0.098 1.744 1.713
H -0.688 0.547 3.628
H 0.130 -1.459 4.352
H 1.780 -2.756 2.959
H 1.774 -2.743 0.567
H 0.002 -1.801 -0.753
C -2.082 3.193 -3.741
C -0.709 2.830 -3.280
C -0.673 1.984 -2.169
C 0.568 1.651 -1.661
C 1.748 2.047 -2.246
C 1.738 2.874 -3.356
C 0.493 3.280 -3.866
N 2.775 1.459 -1.486
C 2.229 0.749 -0.471
N 0.897 0.848 -0.575
H -2.089 3.798 -4.646
H -2.674 2.287 -3.925
H -2.618 3.739 -2.953
H -1.570 1.578 -1.699
H 2.699 3.177 -3.762
H 0.448 3.950 -4.727
H 3.775 1.531 -1.649
H 2.744 0.133 0.269
```



(5)
The following is a quantum chemistry calculation of an isolated molecule of C18H15IN4O3S, from the Open Molecules 2025 dataset.

Output
Kohn-Sham gap   8.5 eV
Multiplicity   1
Highest occupied orbital energy   -8.85 eV

The geometry in XYZ format:
```
42
C18H15IN4O3S (wB97M-V/def2-TZVPD)
C -1.413 2.889 -0.473
C -0.453 2.875 0.696
C -0.386 1.461 1.297
O -1.003 1.277 2.326
N 0.360 0.427 0.740
C 1.217 0.585 -0.374
C 2.402 1.330 -0.310
C 3.186 1.547 -1.440
C 2.777 1.057 -2.662
C 1.620 0.278 -2.761
C 0.842 0.027 -1.581
C -0.332 -0.846 -1.666
N -1.158 -0.829 -2.722
N -2.229 -1.642 -2.684
C -2.474 -2.495 -1.656
S -4.002 -3.376 -1.655
C -5.316 -2.107 -2.011
N -1.695 -2.601 -0.578
C -0.616 -1.777 -0.583
O 0.301 -1.984 0.392
C 0.235 -0.916 1.350
C 1.329 -1.038 2.416
C 1.170 -1.433 3.738
C 2.474 -1.278 4.330
C 3.287 -0.858 3.337
I 5.497 -0.504 3.488
O 2.597 -0.663 2.165
H -1.366 3.888 -0.928
H -2.416 2.690 -0.105
H -1.159 2.116 -1.211
H 0.535 3.174 0.382
H -0.785 3.579 1.474
H 2.717 1.777 0.652
H 4.138 2.082 -1.363
H 3.375 1.235 -3.547
H 1.278 -0.117 -3.705
H -5.277 -1.769 -3.033
H -5.215 -1.227 -1.362
H -6.340 -2.489 -1.856
H -0.705 -1.041 1.916
H 0.266 -1.853 4.188
H 2.738 -1.452 5.379
```



(6)
The following is a quantum chemistry calculation of a structure of composition C18H15IrN5O9, from the Open Molecules 2025 dataset.

Output
Kohn-Sham gap (spin up / spin down)   6.3 / 5.5 eV
Charge   -1
Multiplicity   5
Highest occupied orbital energy (spin up / spin down)   -4.69 / -6.29 eV

The geometry in XYZ format:
```
48
C18H15IrN5O9 (wB97M-V/def2-TZVPD)
Ir -0.081 -0.059 -0.241
O 4.155 4.255 0.271
C 3.353 3.375 0.146
C 1.798 3.635 0.087
O 1.258 4.729 0.244
C 1.254 2.348 -0.139
C 2.342 1.314 -0.182
O 1.978 0.092 -0.359
C 3.620 1.880 0.016
O 4.727 1.307 0.105
O 0.008 1.937 -0.291
O -6.589 -2.338 -0.030
C -6.323 -1.128 0.030
O -7.026 -0.105 -0.030
C -4.795 -0.826 -0.043
C -4.336 0.485 -0.081
C -2.982 0.739 -0.165
N -2.095 -0.265 -0.200
C -2.523 -1.541 -0.158
C -3.857 -1.856 -0.083
C -1.411 -2.554 -0.165
O -1.611 -3.730 -0.052
O -0.187 -2.019 -0.278
H -5.054 1.293 -0.042
H -2.573 1.741 -0.207
H -4.177 -2.888 -0.045
C 1.408 -0.032 2.604
N -0.004 -0.012 2.121
C -0.657 1.227 2.634
N -0.618 1.270 4.087
C 0.785 1.222 4.518
N 1.459 0.003 4.057
C 0.731 -1.155 4.583
N -0.672 -1.160 4.153
C -0.710 -1.191 2.700
C -1.303 0.083 4.610
H 1.930 0.836 2.204
H 1.891 -0.934 2.229
H -1.693 1.240 2.294
H -0.137 2.092 2.224
H 0.819 1.252 5.607
H 1.310 2.093 4.124
H 0.765 -1.129 5.672
H 1.214 -2.069 4.235
H -1.748 -1.178 2.367
H -0.226 -2.097 2.336
H -1.279 0.111 5.700
H -2.343 0.096 4.280
```



(7)
The following is a quantum chemistry calculation of an isolated molecule of C18H15N3O, from the Open Molecules 2025 dataset.

Output
Kohn-Sham gap   8.2 eV
Multiplicity   1
Energy relative to the best compared isomer or geometry (same formula, charge and spin)   162.7 kJ/mol
Highest occupied orbital energy   -7.99 eV

The geometry in XYZ format:
```
37
C18H15N3O (wB97M-V/def2-TZVPD)
C 1.772 -3.201 4.014
C 1.999 -3.244 2.668
C 1.133 -3.984 1.722
N 0.775 -3.119 0.610
C -0.258 -2.254 0.547
O -0.408 -1.613 -0.606
C -1.496 -0.818 -0.340
C -2.055 0.131 -1.409
C -1.499 1.546 -1.151
C -2.229 2.343 -0.276
C -1.819 3.655 -0.041
C -0.701 4.182 -0.678
C 0.115 3.400 -1.474
C 1.309 3.846 -2.068
C 2.042 2.996 -2.890
C 1.661 1.677 -3.102
C 0.499 1.183 -2.483
C -0.295 2.037 -1.702
N -2.066 -0.958 0.837
C -1.218 -1.893 1.444
C -1.499 -2.391 2.753
N -1.659 -2.900 3.779
H 0.917 -3.678 4.422
H 2.396 -2.638 4.673
H 2.872 -2.752 2.297
H 1.720 -4.849 1.336
H 0.242 -4.352 2.256
H 1.362 -3.118 -0.222
H -1.782 -0.219 -2.454
H -3.133 0.130 -1.406
H -3.109 1.984 0.231
H -2.426 4.281 0.636
H -0.406 5.199 -0.496
H 1.699 4.845 -1.872
H 2.970 3.395 -3.260
H 2.275 1.001 -3.683
H 0.299 0.147 -2.612
```



(8)
The following is a quantum chemistry calculation of an isolated molecule of C18H15N3O4S, from the Open Molecules 2025 dataset.

Output
Kohn-Sham gap   8.8 eV
Multiplicity   1
Energy relative to the best compared isomer or geometry (same formula, charge and spin)   40.2 kJ/mol
Highest occupied orbital energy   -8.32 eV

The geometry in XYZ format:
```
41
C18H15N3O4S (wB97M-V/def2-TZVPD)
O 4.480 1.746 2.564
C 4.520 2.227 1.466
O 5.174 3.357 1.187
C 3.873 1.645 0.230
C 2.729 0.702 0.589
S 1.212 1.588 1.045
C 0.277 0.756 -0.230
N -0.949 0.896 -0.478
N -1.771 1.821 -0.082
C -2.637 1.792 0.847
C -2.892 0.789 1.870
C -3.777 1.105 2.904
C -4.042 0.196 3.909
C -3.435 -1.050 3.897
C -2.563 -1.381 2.873
C -2.291 -0.471 1.869
N 1.082 -0.119 -0.944
C 0.562 -0.853 -2.048
C -0.572 -1.636 -1.899
C -1.065 -2.347 -2.976
C -0.422 -2.289 -4.208
O -0.872 -2.971 -5.290
C 0.722 -1.509 -4.349
C 1.208 -0.791 -3.276
C 2.394 -0.202 -0.590
O 3.220 -0.898 -1.132
H 5.602 3.712 1.983
H 4.636 1.072 -0.308
H 3.537 2.459 -0.415
H 3.037 0.090 1.444
H -3.264 2.676 0.880
H -4.251 2.076 2.915
H -4.725 0.456 4.704
H -3.642 -1.762 4.683
H -2.092 -2.352 2.857
H -1.618 -0.742 1.071
H -1.073 -1.694 -0.946
H -1.952 -2.954 -2.858
H -1.664 -3.472 -5.062
H 1.213 -1.475 -5.308
H 2.096 -0.190 -3.387
```



(9)
The following is a quantum chemistry calculation of a structure of composition C18H16AlBeCl2CsFMgN2O14P, from the Open Molecules 2025 dataset.

Output
Kohn-Sham gap   1.9 eV
Charge   +2
Multiplicity   1
Highest occupied orbital energy   -11.38 eV

The geometry in XYZ format:
```
58
C18H16AlBeCl2CsFMgN2O14P (wB97M-V/def2-TZVPD)
O 1.993 -0.727 4.144
C 1.973 -1.393 3.111
O 3.019 -2.182 2.782
P 4.097 -1.332 1.721
C 5.104 -2.647 0.812
O 6.357 -2.045 0.594
O 6.105 -0.953 -0.270
C 0.824 -1.427 2.146
C 0.191 -0.285 1.685
C -0.848 -0.439 0.775
C -1.247 -1.712 0.349
C -0.596 -2.833 0.844
C 0.454 -2.718 1.726
H 3.350 -0.728 0.657
H 5.246 -3.544 1.424
H 4.621 -2.889 -0.143
H 6.458 -0.173 0.186
H 0.482 0.714 2.007
H -1.406 0.429 0.385
H -2.059 -1.863 -0.365
H -0.926 -3.827 0.530
H 0.973 -3.602 2.094
C -1.440 2.889 -2.102
Cl -2.894 3.502 -1.362
Cl -0.828 1.442 -1.232
H -1.656 2.609 -3.130
H -0.666 3.680 -2.083
Be 0.409 3.799 -0.493
C -2.337 -3.871 -2.856
O -2.758 -4.741 -3.602
O -2.119 -2.659 -3.177
O -2.040 -4.051 -1.641
C -0.924 -8.101 -2.854
C -0.716 -7.149 -1.761
N -0.551 -6.404 -0.895
H -1.816 -8.694 -2.662
H -1.050 -7.563 -3.792
H -0.066 -8.765 -2.935
N -1.654 -4.048 4.174
O -2.210 -3.115 3.601
O -1.800 -4.231 5.384
O -0.845 -4.803 3.519
Mg 1.057 -2.609 5.221
C -0.929 9.340 -1.752
C -0.454 7.999 -1.861
C -0.964 7.063 -0.794
O -0.711 5.857 -0.790
C -1.776 7.616 0.265
C -2.251 8.964 0.398
C -1.831 9.889 -0.733
O -2.189 11.033 -0.835
O -2.929 9.393 1.296
O 0.293 7.558 -2.713
H -0.614 10.071 -2.492
H -2.044 6.893 1.030
Cs 1.549 3.881 -3.260
F -1.633 -6.302 2.093
Al -1.336 -0.348 -2.671
```



(10)
The following is a quantum chemistry calculation of a structure of composition C18H16AuN7S, from the Open Molecules 2025 dataset.

Output
Kohn-Sham gap   7.1 eV
Multiplicity   1
Energy relative to the best compared isomer or geometry (same formula, charge and spin)   51.5 kJ/mol
Highest occupied orbital energy   -7.33 eV

The geometry in XYZ format:
```
43
C18H16AuN7S (wB97M-V/def2-TZVPD)
Au 0.464 0.501 0.067
N -2.574 0.502 3.310
C -1.745 0.175 2.297
S -1.239 1.516 1.313
N -1.465 -1.117 2.213
N -0.638 -1.409 1.206
C -0.364 -2.616 0.909
C 0.537 -2.860 -0.228
C 0.980 -4.157 -0.496
C 1.827 -4.379 -1.565
C 2.211 -3.299 -2.347
C 1.725 -2.047 -2.012
N 0.910 -1.820 -0.987
H -2.856 1.453 3.453
H -2.955 -0.240 3.871
H -0.776 -3.468 1.451
H 0.653 -4.969 0.141
H 2.181 -5.378 -1.786
H 2.867 -3.414 -3.199
H 2.000 -1.178 -2.602
C 5.142 -0.048 0.144
C 3.920 0.429 -0.295
N 2.778 0.150 0.339
C 2.828 -0.621 1.418
C 4.007 -1.113 1.967
C 5.185 -0.826 1.292
C 3.989 -1.959 3.170
C 3.142 -1.944 4.207
C 2.028 -1.017 4.506
C 0.969 -1.453 5.294
C -0.063 -0.559 5.521
N -0.063 0.673 5.028
C 1.001 1.000 4.300
N 2.045 0.230 4.026
H 6.044 0.198 -0.399
H 3.846 1.068 -1.165
H 1.876 -0.863 1.867
H 6.130 -1.205 1.663
H 4.752 -2.730 3.185
H 3.263 -2.735 4.940
H 0.945 -2.456 5.698
H -0.923 -0.843 6.118
H 1.019 2.004 3.889
```



(11)
The following is a quantum chemistry calculation of a structure of composition C18H16BCl2F3, from the Open Molecules 2025 dataset.

Output
Kohn-Sham gap   6.1 eV
Multiplicity   1
Highest occupied orbital energy   -8.30 eV

The geometry in XYZ format:
```
40
C18H16BCl2F3 (wB97M-V/def2-TZVPD)
F -3.379 -3.143 -3.921
B -2.741 -2.711 -2.779
F -3.279 -3.195 -1.597
F -1.356 -2.735 -2.857
C -3.185 -1.011 -2.789
C -2.797 -0.222 -1.629
C -1.519 0.179 -1.221
H -2.752 -0.648 -3.736
H -4.276 -1.033 -2.904
H -3.627 0.189 -1.060
H -1.377 1.232 -0.996
H -0.675 -0.381 -1.635
Cl -0.122 -6.155 0.512
C -0.195 -4.448 0.527
C -1.422 -3.815 0.756
C -1.473 -2.423 0.825
C -0.320 -1.635 0.621
C -0.463 -0.158 0.488
C 0.694 0.665 0.797
C 0.609 1.986 1.203
C 1.721 2.922 1.299
C 1.478 4.276 1.664
C 2.506 5.206 1.727
C 3.827 4.819 1.428
Cl 5.089 5.970 1.456
C 4.087 3.488 1.064
C 3.050 2.561 0.995
C 0.912 -2.291 0.469
C 0.972 -3.688 0.411
H -2.333 -4.400 0.829
H -2.442 -1.927 0.930
H -1.422 0.249 0.878
H 1.697 0.229 0.764
H -0.386 2.420 1.381
H 0.464 4.580 1.944
H 2.320 6.237 2.025
H 5.107 3.197 0.847
H 3.276 1.528 0.744
H 1.819 -1.715 0.288
H 1.913 -4.197 0.252
```